# 1
23
Properties=species:S:1:pos:R:3:forces:R:3 method="wB97M-V/def2-TZVPD" gap_ev="9.043 / 7.883" total_charge=+1 largest_force_ha_per_bohr=0.068 energy_ev=-9432.819 relative_energy_ev=7.1525 homo_ha="-0.453 / -0.432" spin_multiplicity=1
C 3.0655 0.5768 0.3883 0.3978 0.3946 0.0898
H -3.6118 -0.6990 0.1601 -1.1252 -1.7428 -1.2150
H 1.8145 0.0328 -1.3093 -0.6126 0.2243 -1.4815
C 3.0943 -0.9234 0.2159 1.1598 -2.1498 -2.3730
H 2.9293 -1.5290 1.1307 0.4399 0.4519 -0.7905
N -1.4234 -0.6068 0.0607 -1.3161 -2.0573 1.3134
C -1.3725 -0.8312 -1.4049 0.3760 3.0210 -1.4989
C -0.5303 0.4293 0.7742 0.2004 -0.6031 -1.3411
C -2.7728 -0.1720 0.4555 -0.2620 1.7413 2.5468
H -1.3888 -1.5624 0.4974 1.0800 1.2633 -0.1588
H -1.2519 -1.8426 -1.7448 0.0042 -0.5246 0.4614
C 1.9809 -0.1227 -0.2936 -0.8118 0.0248 2.3420
H -0.5774 1.9544 -0.5950 0.5904 0.3759 -1.1912
H -0.4831 -0.2288 -1.7451 -0.9471 -0.7796 -0.0165
H -2.8287 0.8162 0.0874 -0.5366 1.0391 -0.3983
H 3.7468 -1.4040 -0.6929 -1.4641 0.9663 2.7355
H 3.6034 1.2034 -0.3006 0.5558 0.1699 0.0790
H -2.3127 -0.3768 -1.8587 1.3306 -0.6738 0.4817
H 3.1322 0.8952 1.4232 -0.5562 0.1120 -0.1158
N -0.7841 1.7408 0.3437 1.4183 0.5284 3.1737
H -2.8945 -0.0688 1.5756 0.5870 -0.3114 -1.1423
H -0.8883 0.3304 1.7898 0.9818 -0.1667 0.5176
H -0.2468 2.3881 1.0424 -1.4902 -1.3039 -2.0179


# 2
50
Properties=species:S:1:pos:R:3:forces:R:3 method="wB97M-V/def2-TZVPD" gap_ev="5.097 / 5.062" total_charge=+2 largest_force_ha_per_bohr=0.196 energy_ev=-25104.419 homo_ha="-0.456 / -0.592" spin_multiplicity=5
C -2.9711 -0.7036 -1.0806 0.1845 0.0718 0.0274
H 2.3536 -0.9024 3.2513 -0.1140 -0.0646 -0.1890
C -1.2157 0.2151 4.5877 0.1703 -0.0127 0.0505
C 0.6779 4.3243 -2.0633 0.0669 -0.0870 0.0479
C 1.2673 2.0928 -0.9082 0.5529 0.8314 0.2107
H 2.4784 -2.8176 -0.2611 -0.0512 -0.1154 0.0310
H -1.7127 0.7736 -3.1161 0.0113 0.0620 -0.1152
H 1.4822 4.9128 -1.6101 -0.0804 -0.1438 -0.0617
C -1.5259 -1.0872 -1.1039 -1.9228 -1.6167 -0.9430
H 2.0211 -0.5822 1.5813 -0.1139 0.0053 -0.3730
C 1.4660 -3.0256 0.0873 -0.0654 0.2478 -0.0599
C -1.6269 0.6529 2.2463 2.3059 -0.5928 -1.0632
H -0.1684 4.9943 -2.2322 0.1498 -0.0280 -0.0420
C 1.9726 -1.1874 -2.5026 0.0042 0.0238 -0.0206
C 0.4540 -0.1911 2.9047 1.2334 -0.6171 -1.2064
H -0.7012 2.7425 -1.5482 0.1880 0.0467 0.0048
N 1.6788 -0.6603 2.5276 -1.4299 0.9353 1.4965
C -0.5466 -0.6668 -2.0672 -0.7366 -0.7733 -2.5278
H -3.5823 -1.5218 -1.4707 -0.0199 0.0824 0.0242
H 0.7989 -0.5563 4.9798 -0.4335 0.1556 0.0673
H 2.8117 -1.4985 -1.8837 0.1014 0.0253 -0.0983
H 2.1096 2.5370 -0.3546 0.0312 -0.1716 -0.3818
H 1.6367 1.6727 -1.8542 -0.0756 -0.1300 0.5126
H -3.2951 -0.4983 -0.0585 -0.1677 -0.0678 -0.0546
H -3.0794 0.9946 3.7628 0.1577 -0.0846 0.1662
C -0.8904 -1.9678 -0.1809 -1.5501 -3.4147 -0.5668
H 2.1416 -0.1564 -2.8118 0.0615 -0.0585 -0.0674
H -3.1502 0.1860 -1.6841 -0.0910 -0.0848 0.0446
H 1.9759 -1.8034 -3.4065 -0.0974 -0.0092 0.1088
H 0.0289 0.9674 -3.3238 -0.0429 0.0029 -0.0754
C 0.0609 -0.2063 4.2552 -0.0913 -0.1215 1.0029
C -1.5665 -2.7193 0.9286 0.1637 0.2092 -0.2259
H -1.5492 0.2167 5.6233 0.0862 -0.0209 -0.2207
H 0.9264 1.3063 -0.1386 0.8687 1.7334 -0.6459
C 0.6951 -1.3084 -1.7367 0.8037 -1.5418 -2.1405
H -2.2510 0.9832 1.4102 0.1992 -0.1098 0.3665
H -0.8207 -0.3150 -4.1798 -0.0088 -0.0506 0.1414
H 1.0254 3.9629 -3.0363 -0.0563 0.0120 0.1102
C 0.4702 -2.1216 -0.5764 0.0631 -2.8141 -0.3614
C -0.7749 0.2351 -3.2350 0.0257 0.0541 -0.0473
Rh 0.0482 -0.1758 -0.2215 2.4693 7.9026 5.7037
H 1.4431 -2.8962 1.1729 -0.0185 -0.2326 -0.0382
H 1.2284 -4.0692 -0.1360 0.0773 0.0457 0.0585
C -2.0675 0.6509 3.5657 -0.3812 0.0428 0.9613
H -0.0335 3.6019 -0.1693 -0.0952 0.0123 -0.1708
H -1.8960 -3.6866 0.5362 -0.0620 0.0442 0.2391
N -0.3790 0.2343 1.9266 -1.6824 0.8107 -0.0659
H -0.8856 -2.8974 1.7659 -0.0761 -0.0859 -0.0584
C 0.2261 3.1839 -1.1516 -0.4995 -0.1636 0.4554
H -2.4392 -2.1755 1.2973 -0.0123 -0.1438 -0.0105


# 3
78
Properties=species:S:1:pos:R:3:forces:R:3 method="wB97M-V/def2-TZVPD" gap_ev=9.943 total_charge=0 largest_force_ha_per_bohr=0.062 energy_ev=-66627.251 homo_ha=-0.344 spin_multiplicity=1
H 6.4571 -7.2803 -0.9712 -0.0608 -0.0435 0.0292
H -0.6440 1.2550 -4.8250 -0.1614 -0.1336 -0.1926
H -1.0311 0.4863 9.8102 -0.0253 0.0080 0.0153
H 5.8909 -1.0262 -1.8383 0.1967 -0.1335 0.0666
C -5.1074 2.1330 -2.3617 0.2716 -0.3546 0.5902
C 4.9858 -0.4287 -1.7969 0.1797 -0.1561 -0.4875
H -2.9105 2.0269 9.3492 -0.0271 0.0980 -0.0443
H -0.2704 2.6521 6.8789 0.0044 -0.0636 -0.0154
C -1.3147 2.7649 6.5669 0.0750 -0.0779 -0.0943
H -1.6742 3.1048 -4.1264 -0.1737 0.1284 -0.1607
H 4.3386 -0.6621 -3.8497 -0.1779 0.3539 -0.2111
C -6.6733 -0.2215 -1.1284 -0.1004 -1.0748 -0.6532
H -6.8765 2.3036 -1.1205 -0.2760 -0.1472 0.0962
H -0.0829 3.6267 -3.6365 0.1129 0.2959 -0.0697
H -0.6377 0.7152 -3.1761 -0.2545 -0.0554 0.2144
C 4.0425 -0.9813 -2.8534 0.2706 -0.8880 0.3395
H 6.0623 -7.1314 0.7389 -0.0099 0.0233 0.0196
H -3.1357 3.5612 -0.9311 -0.1106 0.5149 0.0946
H 6.7221 -6.0076 -2.7551 -0.0372 -0.0546 0.0001
H -2.6971 0.9137 8.0138 0.0621 -0.0355 -0.0108
H -5.2286 3.1718 -2.6484 -0.2444 0.1937 -0.3056
C -2.2296 1.7516 8.5434 0.0001 -0.1400 0.0246
Cl 2.9489 1.1597 1.2044 -0.3476 0.2102 -0.2289
H -1.3810 3.7226 6.0500 -0.0641 0.0523 0.0868
O 1.0003 0.7111 -1.1196 0.7052 0.3299 0.1412
O 2.6471 -0.7758 -2.6001 0.3470 0.9451 0.0774
H -1.6510 0.6693 6.0831 0.0931 -0.0200 -0.0468
H -3.4378 1.3294 -1.2273 -0.0917 -0.5128 0.0699
O 5.7550 -4.6423 -1.5373 0.0430 0.2726 0.0002
C 6.3772 -6.5743 -0.1436 0.0758 -0.0026 -0.1311
H -3.1483 1.3314 -2.9514 -0.0067 -0.1256 -0.2753
H 4.2982 -6.7695 -2.5938 0.0414 -0.0476 -0.0357
C -8.1395 0.0488 -0.8853 0.5470 0.5911 0.2335
Si 1.2917 1.7052 0.1348 -0.5468 -0.1480 -0.1650
H 1.6618 2.4291 -4.1741 0.1395 0.2047 0.0239
O -0.0708 1.5949 1.1771 0.9271 -0.4412 -0.8061
H -1.0568 1.6439 4.7472 0.0294 -0.0192 0.0008
C -3.6073 1.8847 -2.1410 -0.1863 0.9933 -0.1351
H 7.3720 -6.1651 0.0373 -0.0044 0.0112 0.0361
H -8.2927 0.5124 0.0825 -0.0990 -0.0631 0.2333
H -5.5331 1.4965 -3.1297 -0.0834 -0.1242 -0.1730
O -2.1556 2.8857 7.7014 -0.0966 0.2027 0.0608
H 4.5735 -0.5336 -0.8026 -0.1486 0.0744 0.2254
H -8.6506 -0.8913 -0.9805 -0.2813 -0.2567 0.0297
O -6.3352 -1.1878 -1.7639 0.1616 0.3832 0.4206
H 3.1510 1.7288 -1.9871 0.2212 -0.1144 0.1951
H -1.2059 1.9930 -1.5308 0.1841 -0.2510 0.1330
H 6.1731 -4.5183 -3.4955 0.0177 0.0738 0.0747
H -0.1809 1.0354 8.3684 -0.0302 -0.0758 -0.0005
H -0.4522 2.1581 9.6968 -0.0211 -0.0012 0.0311
C -5.8507 1.9547 -1.0458 0.4810 0.4981 -0.1976
C 5.8895 -5.2960 -2.7856 -0.0039 -0.1088 -0.0720
C -0.8490 2.8829 -3.4589 0.0222 -0.7496 0.6073
H 1.3422 3.0819 -0.3444 0.0778 0.0913 0.2999
C 0.0696 0.7171 2.1126 -0.0721 -0.2533 3.1948
H 4.1865 -2.0554 -2.8512 -0.2090 -0.3098 -0.0368
H 4.7763 -6.4141 -4.2514 0.0127 0.0195 -0.0139
O -5.7486 0.6091 -0.5804 -0.3958 0.0270 -0.1287
H -2.7412 1.7909 5.2747 -0.0029 0.0304 -0.0025
Si 2.1084 0.7649 -2.3869 -0.6955 -0.2148 -0.6428
C -2.8712 3.2215 -1.9258 0.7001 -1.0943 -0.2291
H -8.5213 0.7435 -1.6232 -0.1047 0.0756 -0.2944
N 0.2088 0.1703 3.1422 -0.3573 0.4589 -2.3680
H -0.8164 3.6691 -1.4011 0.1422 0.3045 -0.1005
H -5.3403 2.5687 -0.3134 -0.0515 0.0645 0.3766
H -3.1331 3.9405 -2.6948 -0.2660 0.3328 0.0628
C 5.3901 -5.4581 -0.4386 -0.0644 -0.1306 0.0821
C 1.2729 1.4485 -3.9192 -0.6109 -0.4717 0.4429
H 4.3810 -5.8600 -0.5814 0.0196 -0.0545 -0.0189
C -1.7133 1.6517 5.6144 -0.1281 0.0064 0.1217
H 1.5133 0.7986 -4.7555 0.3250 -0.1823 -0.1027
C 4.6178 -5.9732 -3.2668 -0.0628 -0.0100 0.0996
C -0.2821 1.5000 -3.8324 0.5585 0.3947 -0.7014
H 5.3378 -4.7892 0.4202 0.0112 0.0975 -0.0656
C -1.3600 2.9526 -2.0114 -0.3593 0.2950 0.2819
C -0.8951 1.3332 9.1369 0.0949 0.0618 -0.0807
H 5.2887 0.5878 -2.0004 -0.1068 0.4096 0.1884
H 3.8027 -5.2513 -3.3344 0.0067 0.0134 -0.0234


# 4
16
Properties=species:S:1:pos:R:3:forces:R:3 method="wB97M-V/def2-TZVPD" gap_ev=9.756 total_charge=0 largest_force_ha_per_bohr=0.078 smiles="CN1CC[C@H]2C(=O)N21" energy_ev=-10338.897 relative_energy_ev=3.8287 homo_ha=-0.333 spin_multiplicity=1
H 0.4736 -2.2443 0.6841 -0.0320 0.0237 -0.0338
H 2.3829 -0.3258 0.1366 -0.0407 -0.0058 0.0664
H 0.1055 1.7040 1.2779 0.1078 -0.1076 -0.0184
H -0.7467 2.7633 0.1365 0.0320 0.0656 0.1134
H 0.3534 -0.8052 1.7152 -0.0511 -0.0018 -0.1029
C 1.3573 -0.4668 -0.1801 0.0337 -0.9843 -0.3871
C -0.9609 -0.7607 -0.0556 -0.3358 2.6895 1.1956
C 0.9748 -0.5067 -1.6143 2.2256 1.1412 0.2316
H -1.6509 1.5805 1.1038 0.0042 0.0783 -0.1348
O 1.1200 -0.9513 -2.7074 -0.7428 -0.1978 0.1606
H -1.8392 -0.6255 0.5680 0.0284 -0.2305 0.2352
H -1.2433 -1.4660 -0.8379 0.3408 0.6311 -0.5469
C -0.7207 1.7614 0.5626 -0.1768 -0.0256 0.1066
N 0.6922 0.6804 -0.9283 0.7661 0.0405 -0.9099
N -0.6231 0.8271 -0.5452 -1.8055 -3.5702 0.4187
C 0.3253 -1.1646 0.6841 -0.3539 0.4538 -0.3942